Entry 1:
Here is the molecule C5H8O from OMol25. Energies are from ωB97M-V/def2-TZVPD.

Structure (XYZ):
```
14
Properties=species:S:1:pos:R:3
O -0.103 1.466 -1.183
C -1.364 1.737 -1.018
C -0.116 0.228 1.084
C 0.495 0.491 -0.291
C 0.297 -1.249 0.895
C 0.333 -0.995 -0.631
H -1.534 2.503 -1.815
H 0.282 0.791 1.933
H -1.199 0.353 1.024
H 1.545 0.787 -0.243
H 1.295 -1.449 1.296
H -0.393 -2.013 1.262
H 1.110 -1.477 -1.230
H -0.649 -1.172 -1.083
```

Energy above the lowest of the compared OMol25 structures with the same formula, charge and spin = 372.8 kJ/mol
E_tot = -7358.391 eV
LUMO = 0.948 eV

***

Entry 2:
Here is the molecule C6H11N from OMol25. Energies are from ωB97M-V/def2-TZVPD.

Structure (XYZ):
```
18
Properties=species:S:1:pos:R:3
C -0.765 -0.827 -2.307
C 0.137 -0.951 -1.083
C -0.458 -0.395 0.232
C 0.272 0.849 0.801
C -0.007 1.077 2.292
C 1.716 0.707 0.560
N 2.825 0.523 0.283
H -0.199 -1.064 -3.215
H -1.620 -1.510 -2.258
H -1.152 0.193 -2.415
H 0.410 -2.002 -0.934
H 1.083 -0.447 -1.304
H -1.512 -0.118 0.092
H -0.446 -1.167 1.010
H -0.046 1.739 0.241
H -1.080 1.214 2.462
H 0.325 0.216 2.882
H 0.515 1.964 2.663
```

Energy above the lowest of the compared OMol25 structures with the same formula, charge and spin = 28.2 kJ/mol
E_tot = -7890.240 eV
LUMO = 0.947 eV

***

Entry 3:
Here is a cluster of 2 separate species, C7H9NS2 in total from OMol25. Energies are from ωB97M-V/def2-TZVPD.

Structure (XYZ):
```
19
Properties=species:S:1:pos:R:3
C 1.957 1.753 -0.916
S 1.049 1.302 0.694
C -0.223 0.110 0.062
C 0.274 -1.293 -0.280
C -0.656 -1.105 0.849
C -2.049 -1.394 0.633
C -2.567 -0.580 -0.275
S -1.600 0.627 -0.917
H 2.016 2.816 -0.998
H 1.445 1.158 -1.678
H 2.914 1.400 -0.756
H 1.415 -1.459 -0.053
H -0.134 -1.894 -1.216
H -0.311 -1.230 1.778
H -2.723 -2.058 1.196
H -3.682 -0.644 -0.459
C -1.155 1.982 2.427
N -1.511 1.064 3.051
H -1.064 2.884 1.996
```

Energy above the lowest of the compared OMol25 structures with the same formula, charge and spin = 182.5 kJ/mol
E_tot = -30562.150 eV
LUMO = 0.578 eV

***

Entry 4:
Here is a structure of composition C50H61BILaN7O2P2 from OMol25. Energies are from ωB97M-V/def2-TZVPD.

Structure (XYZ):
```
125
Properties=species:S:1:pos:R:3
La 9.129 14.900 13.802
C 5.129 14.686 10.981
C 6.565 14.809 10.523
C 6.797 14.685 9.072
C 7.091 16.158 11.076
C 6.725 17.426 10.549
C 7.261 18.375 11.442
N 7.882 17.698 12.417
N 7.819 16.342 12.195
B 8.492 18.320 13.665
N 10.032 18.162 13.749
C 10.936 19.178 13.883
C 12.204 18.647 13.899
C 12.048 17.251 13.777
N 10.747 17.002 13.683
C 13.039 16.162 13.647
C 12.484 14.881 14.310
C 14.424 16.514 14.165
N 7.799 17.740 14.921
C 6.799 18.245 15.679
C 6.556 17.428 16.739
C 7.572 16.442 16.648
N 8.246 16.620 15.486
C 7.850 15.330 17.627
C 8.828 14.298 17.119
C 6.528 14.679 18.030
H 4.792 13.594 10.746
H 4.981 14.806 12.067
H 4.543 15.392 10.404
H 7.109 14.031 11.071
H 6.384 15.453 8.457
H 7.889 14.737 8.846
H 6.437 13.746 8.736
H 6.226 17.549 9.599
H 7.262 19.461 11.470
H 8.235 19.480 13.727
H 10.564 20.192 13.971
H 13.182 19.135 13.972
H 13.113 15.940 12.576
H 12.171 15.071 15.330
H 11.731 14.429 13.692
H 13.301 14.155 14.350
H 14.342 16.606 15.215
H 15.106 15.694 14.005
H 14.868 17.443 13.810
H 6.314 19.171 15.445
H 5.940 17.598 17.592
H 8.198 15.836 18.569
H 8.396 13.742 16.301
H 9.818 14.660 16.766
H 9.079 13.601 17.907
H 6.026 14.298 17.146
H 6.710 13.819 18.705
H 5.888 15.362 18.581
C 14.145 12.160 10.181
N 13.776 11.045 9.319
C 12.387 10.819 9.072
P 11.363 10.903 10.689
C 11.917 9.293 11.346
C 11.467 8.153 10.672
C 11.885 6.912 11.159
C 12.590 6.826 12.303
C 13.091 7.932 12.929
C 12.759 9.180 12.503
C 9.672 10.726 10.086
C 8.609 10.442 10.989
C 7.304 10.385 10.512
C 7.080 10.639 9.146
C 8.118 10.962 8.246
C 9.431 10.935 8.750
C 14.665 9.947 9.348
C 15.762 9.876 10.252
C 16.648 8.787 10.175
C 16.389 7.726 9.324
C 15.279 7.798 8.451
C 14.479 8.904 8.460
P 13.191 13.760 9.948
C 14.560 14.817 10.484
C 15.501 14.404 11.392
C 16.530 15.239 11.829
C 16.555 16.560 11.418
C 15.573 17.016 10.497
C 14.620 16.130 9.998
C 13.239 13.982 8.125
C 14.364 13.708 7.400
C 14.329 13.790 6.008
C 13.105 13.945 5.321
C 11.971 14.129 6.145
C 12.061 14.242 7.530
H 15.191 12.374 9.996
H 14.019 11.877 11.252
H 12.224 9.807 8.701
H 11.984 11.550 8.396
H 10.762 8.265 9.850
H 11.538 5.998 10.723
H 12.933 5.899 12.735
H 13.743 7.799 13.825
H 13.115 10.056 13.013
H 8.807 10.226 12.053
H 6.486 10.139 11.158
H 6.046 10.644 8.819
H 7.961 11.087 7.193
H 10.230 10.996 8.031
H 16.014 10.703 10.899
H 17.523 8.820 10.804
H 16.951 6.834 9.331
H 15.080 7.009 7.724
H 13.693 8.897 7.762
H 15.675 13.383 11.673
H 17.193 14.789 12.571
H 17.357 17.159 11.816
H 15.555 18.084 10.244
H 13.820 16.418 9.314
H 15.321 13.338 7.836
H 15.243 13.521 5.460
H 12.930 13.872 4.249
H 10.992 14.269 5.693
H 11.240 14.510 8.127
O 10.288 12.471 14.022
H 10.914 12.242 13.328
H 9.546 11.821 13.981
I 6.942 12.547 14.073
O 9.947 14.476 11.322
H 10.671 13.873 10.984
H 9.866 15.268 10.782
```

Energy above the lowest of the compared OMol25 structures with the same formula, charge and spin = 0.0 kJ/mol
E_tot = -95580.999 eV
Net charge = +1
LUMO = -1.931 eV